[1]
A cluster of 2 separate species, C11H26FN2O4P in total, computed with ωB97M-V with the def2-TZVPD basis set.

Output
Orbital gap: 9.708 eV
M: 300.31 Da
Structure (SMILES): CC(=O)NCCCC[PH2](F)CN.CCOC(=O)OC

```
! RIJCOSX wB97M-V def2-TZVPD def2/J DEFGRID3
* xyz 0 1
C 3.523 3.370 2.619
C 2.804 4.657 2.291
O 3.377 5.716 2.182
N 1.412 4.558 2.156
C 0.964 3.666 1.067
C -0.557 3.667 0.990
C -1.162 2.960 -0.240
C -0.236 2.032 -1.034
P 0.314 0.459 -0.297
F -0.637 0.661 1.101
C 1.431 0.009 -1.744
N 2.446 1.036 -2.010
H 3.757 2.829 1.696
H 4.459 3.620 3.120
H 2.906 2.728 3.251
H 1.101 5.507 1.954
H 1.338 2.660 1.280
H 1.416 3.982 0.115
H -0.903 4.706 1.036
H -0.931 3.182 1.897
H -2.057 2.409 0.058
H -1.503 3.727 -0.948
H -0.773 1.705 -1.936
H 0.648 2.567 -1.387
H 1.414 0.376 0.571
H -0.472 -0.676 -0.566
H 1.926 -0.929 -1.463
H 0.819 -0.230 -2.626
H 3.382 0.658 -1.998
H 2.304 1.494 -2.901
C -1.658 -6.720 -1.941
C -2.975 -6.007 -1.726
O -3.081 -5.470 -0.395
C -2.424 -4.332 -0.185
O -1.788 -3.716 -1.004
O -2.583 -3.988 1.092
C -1.896 -2.789 1.463
H -1.515 -7.490 -1.182
H -1.650 -7.194 -2.923
H -0.824 -6.022 -1.889
H -3.810 -6.699 -1.805
H -3.119 -5.205 -2.449
H -2.161 -1.969 0.800
H -0.819 -2.948 1.435
H -2.207 -2.560 2.478
*
```


[2]
A structure of composition C11H26MnN6O7 at a distorted geometry, computed with ωB97M-V with the def2-TZVPD basis set.

Output
Orbital gap (alpha / beta): 7.017 / 6.608 eV
M: 409.30 Da
Expectation value of S²: 8.953

```
! RIJCOSX wB97M-V def2-TZVPD def2/J DEFGRID3
* xyz 0 6
O -0.351 -1.068 -3.920
H -0.405 -1.100 -4.909
Mn -0.007 0.293 -0.587
N 1.484 -0.852 -0.911
N -0.712 -1.428 0.053
N 0.928 1.802 -0.046
N -1.346 1.140 0.543
O 2.657 -0.392 -1.168
O 2.195 1.915 -0.373
O -2.472 0.594 1.014
O -1.585 -1.635 0.994
C -0.036 -2.522 -0.372
C 1.184 -2.167 -1.016
C 0.218 2.809 0.495
C -1.054 2.376 0.990
C 2.154 -3.080 -1.667
H 2.066 -2.986 -2.763
H 1.938 -4.119 -1.397
H 3.176 -2.811 -1.360
C -0.457 -3.937 -0.106
H -1.417 -4.181 -0.603
H -0.567 -4.146 0.978
H 0.299 -4.649 -0.497
C 0.838 4.140 0.707
C -1.842 3.157 1.980
H 1.614 4.313 -0.055
H 1.286 4.156 1.716
H 0.099 4.955 0.661
H -2.540 2.524 2.538
H -2.414 3.951 1.481
H -1.157 3.629 2.698
H 2.440 0.905 -0.787
H -2.208 -0.432 1.038
C -2.014 -0.471 -2.553
H -1.688 -1.331 -3.094
H -1.944 0.523 -3.016
H -2.763 -0.556 -1.766
O 0.396 0.776 -2.385
H 0.103 -0.187 -3.511
H 1.298 1.093 -2.579
C 3.681 0.429 3.370
N 2.439 -0.206 3.734
C 1.429 -0.409 2.836
N 0.323 -1.009 3.398
O 1.499 -0.061 1.655
H 3.636 0.694 2.308
H 4.524 -0.254 3.542
H 3.838 1.337 3.969
H 2.284 -0.465 4.698
H -0.383 -1.342 2.745
H 0.457 -1.518 4.259
*
```


[3]
A structure of composition C11H26N3O3PtS at a distorted geometry, computed with ωB97M-V with the def2-TZVPD basis set.

Output
Orbital gap: 2.102 eV
M: 475.49 Da

```
! RIJCOSX wB97M-V def2-TZVPD def2/J DEFGRID3
* xyz 1 1
C 2.510 -1.643 0.292
C 2.731 -0.276 -0.634
C 4.219 -0.497 -1.363
C 2.699 1.117 0.233
C 1.373 1.307 1.184
C 1.694 1.841 2.708
C 0.280 2.387 0.524
O -0.294 1.716 -0.653
C -1.622 1.102 -0.319
C -2.686 1.930 -1.253
S -4.335 1.085 -1.522
O -4.276 -0.242 -2.315
O -5.168 0.920 -0.192
C -1.455 -0.466 -0.783
C -2.197 -1.554 0.202
N -3.055 -2.574 -0.549
N -1.144 -2.369 0.973
N -3.025 -0.804 1.233
H 2.784 -2.590 -0.372
H 1.407 -1.694 0.677
H 3.214 -1.616 1.232
H 1.930 -0.242 -1.505
H 4.615 0.511 -1.836
H 4.095 -1.354 -2.182
H 4.958 -0.943 -0.557
H 2.736 2.011 -0.549
H 3.654 1.125 0.936
H 0.758 0.294 1.291
H 0.678 2.299 3.121
H 1.974 0.908 3.376
H 2.516 2.690 2.720
H -0.568 2.675 1.293
H 0.839 3.365 0.128
H -2.139 2.276 -2.244
H -2.923 2.941 -0.664
H -5.116 1.983 -2.320
H -0.288 -0.708 -0.712
H -1.729 -0.659 -1.927
H -2.576 -2.902 -1.429
H -3.264 -3.413 0.072
H -0.610 -1.740 1.612
H -1.619 -3.149 1.516
H -3.730 -1.461 1.638
H -2.378 -0.494 2.015
Pt 4.532 -3.095 -3.095
*
```


[4]
A structure of composition C11H26N4O7STi at a distorted geometry, computed with ωB97M-V with the def2-TZVPD basis set.

Output
Orbital gap (alpha / beta): 5.980 / 7.125 eV
Energy relative to the best compared isomer or geometry (same formula, charge and spin): 0.0 kJ/mol
M: 406.28 Da
Expectation value of S²: 2.041

```
! RIJCOSX wB97M-V def2-TZVPD def2/J DEFGRID3
* xyz 0 3
O 0.162 -0.413 -3.917
H -0.068 -0.421 -4.861
Ti 0.803 -0.453 -0.374
N 0.693 1.200 1.055
N 1.353 1.215 -1.303
N -1.055 -0.844 0.513
N 0.054 -2.034 -1.467
O 0.090 1.204 2.217
O -1.805 -0.125 1.381
O 0.489 -2.580 -2.653
O 2.185 0.116 -1.618
C 1.891 2.264 -0.582
C 1.468 2.280 0.755
C -1.291 -2.182 0.442
C -0.766 -2.812 -0.723
C 1.760 3.306 1.785
H 2.249 2.869 2.666
H 0.833 3.790 2.125
H 2.421 4.082 1.382
C 2.802 3.222 -1.237
H 2.548 3.276 -2.302
H 3.856 2.917 -1.150
H 2.698 4.221 -0.794
C -2.066 -2.931 1.471
C -1.107 -4.192 -1.144
H -2.548 -2.241 2.171
H -1.396 -3.590 2.046
H -2.826 -3.559 0.987
H -0.410 -4.528 -1.917
H -2.135 -4.229 -1.532
H -1.060 -4.870 -0.284
H -1.059 0.489 1.848
H 0.451 -1.773 -3.291
C -0.733 0.495 -3.209
H -0.110 1.301 -2.807
H -1.280 -0.012 -2.405
H -1.453 0.919 -3.930
O -3.690 1.715 -0.026
H -3.007 1.142 0.382
H -3.217 2.539 -0.241
C 2.137 -0.959 3.271
S 3.010 -0.635 1.740
C 4.252 -1.914 1.798
O 1.984 -1.399 0.726
H 2.857 -0.851 4.087
H 1.731 -1.978 3.244
H 1.336 -0.218 3.376
H 3.790 -2.885 2.009
H 4.767 -1.931 0.830
H 4.960 -1.636 2.581
*
```


[5]
A structure of composition C11H27AlBrO4, computed with ωB97M-V with the def2-TZVPD basis set.

Output
Orbital gap: 7.069 eV
M: 330.22 Da

```
! RIJCOSX wB97M-V def2-TZVPD def2/J DEFGRID3
* xyz -1 1
Br -1.939 1.255 -0.088
C -2.606 -0.093 -1.355
C -3.338 0.528 -2.520
C -4.575 1.325 -2.139
C -5.592 0.530 -1.284
C -7.036 1.024 -1.565
O -7.594 0.304 -2.623
Al -6.633 -1.162 -2.937
O -5.541 -0.853 -1.542
H -3.261 -0.738 -0.782
H -1.715 -0.627 -1.667
H -3.646 -0.305 -3.156
H -2.649 1.151 -3.097
H -4.264 2.217 -1.586
H -5.059 1.671 -3.056
H -5.372 0.718 -0.222
H -6.999 2.099 -1.811
H -7.637 0.916 -0.648
H -7.383 -2.584 -2.775
H -5.862 -1.013 -4.364
C 1.933 0.974 3.043
C 2.459 0.819 1.625
C 2.280 2.089 0.812
O 1.833 -0.283 0.969
H 0.865 1.208 3.023
H 2.070 0.049 3.604
H 2.448 1.780 3.567
H 3.519 0.556 1.662
H 1.214 2.314 0.733
H 2.672 1.956 -0.196
H 2.782 2.939 1.276
H 0.890 -0.080 0.913
C 7.241 -2.237 2.049
C 5.952 -1.440 1.932
C 5.051 -1.957 0.825
O 6.229 -0.049 1.759
H 7.808 -2.174 1.116
H 7.861 -1.848 2.856
H 7.033 -3.291 2.244
H 5.415 -1.484 2.882
H 5.561 -1.890 -0.142
H 4.134 -1.373 0.766
H 4.781 -3.001 0.989
H 6.671 0.060 0.908
*
```


[6]
A structure of composition C11H27AlClIN2OP2 at a distorted geometry, computed with ωB97M-V with the def2-TZVPD basis set.

Output
Orbital gap (alpha / beta): 5.953 / 4.750 eV
M: 454.64 Da

```
! RIJCOSX wB97M-V def2-TZVPD def2/J DEFGRID3
* xyz 2 1
C -0.216 -0.892 -3.844
C 0.169 -0.888 -2.368
H 0.380 -1.690 -4.339
H 0.012 0.099 -4.294
H -1.304 -1.098 -3.949
O 1.003 -1.686 -1.933
I -2.654 2.318 -2.070
Al -0.913 0.634 -1.201
P -1.906 -1.453 -0.291
C -0.988 -2.838 0.472
C -3.228 -1.132 0.943
H -3.894 -2.005 1.004
H -3.463 -3.103 -1.087
H -3.804 -0.251 0.635
H -3.414 -1.665 -2.164
H -0.444 -2.491 1.355
H -2.792 -0.939 1.931
C -2.812 -2.367 -1.578
H -1.687 -3.637 0.756
H -2.098 -2.882 -2.230
H -0.256 -3.210 -0.251
P 1.392 1.551 -1.180
C 2.882 0.693 -0.563
C 1.962 2.004 -2.846
H 0.602 3.752 -0.529
H 2.392 3.698 -0.636
H 1.547 2.998 0.779
C 1.495 3.158 -0.304
H 1.161 2.536 -3.370
H 2.841 2.653 -2.748
H 3.763 1.330 -0.723
H 2.998 -0.252 -1.102
H 2.233 1.101 -3.403
H 2.778 0.467 0.502
Cl -1.401 1.741 0.747
C 1.974 0.581 3.870
N 0.634 0.298 3.342
C -0.540 0.366 4.217
C 0.564 -0.139 2.103
N 0.590 -0.455 0.967
H 1.901 0.678 4.959
H 2.375 1.523 3.447
H 2.650 -0.255 3.611
H -1.264 1.120 3.863
H -1.035 -0.617 4.285
H -0.185 0.648 5.212
*
```


[7]
A structure of composition C11H27F6KO18P3S2 at a distorted geometry, computed with ωB97M-V with the def2-TZVPD basis set.

Output
Orbital gap: 3.659 eV
Energy relative to the best compared isomer or geometry (same formula, charge and spin): 2269.6 kJ/mol
M: 757.46 Da

```
! RIJCOSX wB97M-V def2-TZVPD def2/J DEFGRID3
* xyz -1 1
K 13.372 -19.377 -13.003
C 12.782 -20.278 -17.432
F 12.938 -19.040 -17.919
F 12.143 -21.107 -18.253
F 13.969 -20.818 -17.325
S 11.887 -20.128 -15.711
O 10.854 -19.188 -15.932
O 11.347 -21.493 -15.481
O 12.953 -19.785 -14.793
C 11.050 -22.564 -11.573
F 10.580 -21.294 -11.168
F 11.789 -23.119 -10.590
F 10.055 -23.358 -11.952
S 12.196 -22.261 -13.097
O 11.316 -22.489 -14.291
O 12.622 -20.878 -12.908
O 13.370 -23.172 -12.948
C 14.845 -18.570 -15.783
O 15.941 -19.319 -15.324
P 16.258 -19.461 -13.745
O 15.124 -19.965 -12.927
O 16.904 -18.010 -13.408
C 17.832 -17.419 -14.296
O 17.570 -20.407 -13.436
C 18.079 -20.540 -12.167
H 14.332 -19.247 -16.466
H 15.169 -17.709 -16.367
H 14.131 -18.362 -14.986
H 18.811 -17.403 -13.818
H 17.396 -16.447 -14.528
H 17.927 -17.905 -15.268
H 17.899 -19.565 -11.715
H 19.152 -20.633 -11.998
H 17.590 -21.333 -11.600
C 16.175 -15.626 -12.569
O 14.742 -15.433 -12.267
P 13.614 -16.011 -13.280
O 13.376 -17.511 -13.201
O 14.079 -15.443 -14.738
C 13.935 -16.017 -16.038
O 12.348 -15.120 -12.849
C 12.194 -14.519 -11.597
H 16.605 -14.642 -12.381
H 16.257 -15.984 -13.596
H 16.629 -16.423 -11.981
H 13.097 -15.470 -16.470
H 13.688 -17.060 -16.241
H 14.885 -15.709 -16.475
H 11.267 -14.895 -11.163
H 12.173 -13.429 -11.558
H 12.949 -14.791 -10.860
C 12.695 -20.165 -9.613
O 11.387 -20.026 -10.163
P 11.001 -18.714 -11.083
O 11.747 -18.621 -12.415
O 9.389 -18.797 -11.238
C 8.561 -18.894 -10.185
O 11.221 -17.371 -10.191
C 11.315 -17.412 -8.762
H 13.282 -20.961 -10.073
H 12.541 -20.123 -8.535
H 13.203 -19.225 -9.825
H 7.612 -19.360 -10.451
H 8.234 -17.893 -9.903
H 8.983 -19.418 -9.328
H 11.239 -18.354 -8.220
H 10.607 -16.688 -8.360
H 12.241 -16.976 -8.388
*
```


[8]
A structure of composition C11H28BaF3N3O10S at a distorted geometry, computed with ωB97M-V with the def2-TZVPD basis set.

Output
Orbital gap: 8.459 eV
Energy relative to the best compared isomer or geometry (same formula, charge and spin): 62.2 kJ/mol
M: 588.75 Da

```
! RIJCOSX wB97M-V def2-TZVPD def2/J DEFGRID3
* xyz 0 1
Ba -0.353 0.053 -0.220
N -1.476 3.257 -1.926
O -2.341 3.971 -2.405
O -1.797 2.361 -1.081
O -0.301 3.272 -2.360
C 1.566 -0.322 4.518
F 2.257 0.798 4.239
F 2.144 -0.920 5.554
F 0.326 0.037 4.871
S 1.555 -1.429 3.069
O 0.912 -0.579 2.065
O 2.947 -1.676 2.807
O 0.758 -2.548 3.467
C 3.033 3.489 1.109
C 1.876 2.496 1.049
C 0.646 3.116 1.649
O -0.396 2.166 1.651
C -1.549 2.619 2.343
N 1.577 2.125 -0.356
H 2.743 4.471 0.721
H 3.931 3.135 0.606
H 3.316 3.699 2.150
H 2.183 1.605 1.597
H 0.327 3.995 1.069
H 0.863 3.480 2.662
H -2.402 2.030 2.005
H -1.773 3.659 2.083
H -1.426 2.514 3.423
H 0.959 2.793 -0.830
H 2.423 2.159 -0.914
C -1.294 -4.783 -0.832
C -1.175 -3.284 -1.013
C -2.543 -2.613 -0.976
O -2.524 -1.188 -1.184
C -3.730 -0.732 -1.760
N -0.295 -2.682 -0.006
H -0.319 -5.249 -0.937
H -2.025 -5.226 -1.512
H -1.691 -4.987 0.168
H -0.770 -3.074 -2.009
H -3.016 -2.723 0.009
H -3.127 -3.156 -1.723
H -3.733 0.356 -1.701
H -4.613 -1.106 -1.225
H -3.826 -1.054 -2.802
H -0.755 -2.785 0.902
H 0.588 -3.153 0.176
C 1.684 -1.476 -2.563
C 0.943 -0.537 -3.473
O -0.239 0.027 -2.913
O 1.882 -0.852 -1.285
H 2.652 -1.751 -2.982
H 1.142 -2.418 -2.421
H 0.741 -0.982 -4.454
H 1.595 0.308 -3.740
H -0.653 0.612 -3.555
H 2.574 -1.315 -0.801
*
```


Result set for total energy: -1286.4261 -2440.6543 -1341.4028 -2427.8827 -3552.8543 -2302.5687 -4808.6926 -2075.8803 Eh, one per record in the order listed.